Below is a cluster of 2 separate species, C2H10N2S2 in total at a distorted geometry, with properties calculated with wB97M-V/def2-TZVPD.

* SMILES: CSS.NCN
* charge: 0
* calculated total energy: -988.05921 Eh
* highest occupied orbital energy: -9.0 eV
* M: 126.3 g/mol
* relative energy (zero: lowest compared OMol25 entry of this formula, charge and spin): 41.2 kJ/mol
* frontier orbital gap: 0.3565 hartree

Last column: natural (NBO) charge in e.
Positions of all 16 atoms, in Å:
C 0.26827 1.59050 1.75270  -0.78
S 1.98171 1.81114 2.20260  0.10
S 2.95341 1.83105 0.39931  -0.13
H 0.10251 1.05292 0.82074  0.24
H -0.24645 2.54991 1.67720  0.22
H -0.26028 0.99761 2.48436  0.23
H 3.27765 0.52927 0.31897  0.12
N -1.11937 -2.24373 -0.49490  -0.87
C -0.29171 -1.15880 -1.03199  -0.05
N -1.01231 0.04436 -1.40997  -0.86
H -2.06538 -1.94494 -0.33042  0.36
H -1.11792 -3.07302 -1.06992  0.36
H 0.42196 -0.84749 -0.28316  0.16
H 0.21839 -1.49820 -1.92027  0.18
H -1.37468 0.04180 -2.34962  0.36
H -1.73580 0.31761 -0.76562  0.35

Below is a cluster of 2 separate species, C2H10N3 in total at a distorted geometry, with properties calculated with wB97M-V/def2-TZVPD.

* charge: +1
* calculated total energy: -246.02111 Eh
* highest occupied orbital energy (alpha / beta): -12.8 / -14.0 eV
* M: 76.1 g/mol
* relative energy (zero: lowest compared OMol25 entry of this formula, charge and spin): 623.6 kJ/mol
* frontier orbital gap (alpha / beta): 0.2544 / 0.3745 hartree

Last column: natural (NBO) charge in e.
Positions of all 15 atoms, in Å:
C -0.43625 -1.18666 1.80135  -0.40
C -0.98336 0.37538 -0.88903  -0.45
N 1.14161 -0.66995 -0.90799  -0.58
N 0.81990 1.34502 0.31146  -0.57
N 0.31753 0.23459 -0.30171  0.14
H -1.00283 -1.87172 1.25788  0.17
H 0.59815 -1.16602 1.84990  0.17
H -0.86976 -0.28561 2.14435  0.16
H -1.44235 -0.60466 -0.82980  0.24
H -1.65355 1.04439 -0.47830  0.24
H -0.86028 0.72348 -1.92382  0.23
H 0.70357 -1.36456 -1.46403  0.41
H 1.93411 -0.27176 -1.37485  0.39
H 0.08198 1.88786 0.74134  0.41
H 1.65154 1.81023 0.06325  0.42

Below is a cluster of 2 separate species, C2H10N3O in total, with properties calculated with wB97M-V/def2-TZVPD.

* charge: -1
* calculated total energy: -321.70661 Eh
* highest occupied orbital energy: -3.0 eV
* M: 92.1 g/mol
* relative energy (zero: lowest compared OMol25 entry of this formula, charge and spin): 3.3 kJ/mol
* frontier orbital gap: 0.2754 hartree

Last column: natural (NBO) charge in e.
Positions of all 16 atoms, in Å:
N -1.26961 0.02089 1.63913  -0.90
C -0.87298 -1.28914 1.12231  -0.05
N 0.53604 -1.62245 1.14035  -0.90
H -1.12592 0.06159 2.64327  0.32
H -0.64876 0.70265 1.18240  0.42
H -1.44372 -2.05292 1.66136  0.14
H -1.19707 -1.32242 0.08373  0.17
H 1.02622 -0.84645 0.66901  0.42
H 0.88057 -1.73001 2.08535  0.32
N 1.15625 1.63030 -2.31731  -0.89
C 0.42513 0.74230 -1.35849  0.13
O 0.80368 0.94277 -0.09224  -0.95
H 0.73824 1.56487 -3.23764  0.31
H 1.04178 2.58646 -1.99392  0.33
H -0.68177 0.90148 -1.48751  0.05
H 0.63193 -0.28990 -1.73981  0.07

Below is the molecule C2H10N3PS at a distorted geometry, with properties calculated with wB97M-V/def2-TZVPD.

* SMILES: CNP(N)(=S)NC
* charge: 0
* calculated total energy: -985.98652 Eh
* highest occupied orbital energy: -8.6 eV
* M: 139.2 g/mol
* relative energy (zero: lowest compared OMol25 entry of this formula, charge and spin): 162.5 kJ/mol
* frontier orbital gap: 0.3448 hartree

Last column: natural (NBO) charge in e.
Positions of all 17 atoms, in Å:
C -0.64255 -1.93297 -1.07790  -0.43
N -0.38004 -0.54378 -1.40278  -0.85
P -0.54808 0.46266 0.54425  1.60
N -1.45506 1.83493 0.13473  -1.18
S -1.25278 -0.83508 1.76683  -0.52
N 0.96639 1.24842 0.66696  -0.96
C 2.05671 0.31435 0.99456  -0.44
H 0.13124 -2.16365 -0.45200  0.19
H -1.66243 -2.10958 -0.60438  0.19
H -0.51381 -2.47308 -2.09326  0.19
H -1.19318 -0.14599 -1.96457  0.35
H -1.05527 2.72425 0.33395  0.41
H -2.39007 1.65827 0.21050  0.40
H 1.09154 1.64471 -0.31757  0.40
H 2.17002 -0.30396 0.11602  0.20
H 2.96228 1.01261 1.33337  0.21
H 1.71509 -0.39208 1.81129  0.22

Below is a cluster of 2 separate species, C2H10N4 in total, with properties calculated with wB97M-V/def2-TZVPD.

* SMILES: [H]/N=C/N.NCN
* charge: 0
* calculated total energy: -301.19876 Eh
* highest occupied orbital energy: -8.9 eV
* M: 90.1 g/mol
* relative energy (zero: lowest compared OMol25 entry of this formula, charge and spin): 77.2 kJ/mol
* frontier orbital gap: 0.3584 hartree

Last column: natural (NBO) charge in e.
Positions of all 16 atoms, in Å:
H 2.46082 2.38840 3.53242  0.35
N 1.78449 2.11336 2.83620  -0.71
C 0.96817 1.21422 3.14889  0.28
N 0.04569 0.75735 2.23830  -0.82
H 0.84611 0.73086 4.12319  0.14
H -0.61550 0.06923 2.56309  0.38
H -0.30855 1.42937 1.57358  0.40
N 0.36484 -0.64528 -1.47983  -0.85
C -0.77688 -0.40688 -2.33100  -0.05
N -1.29371 -1.57085 -3.09014  -0.86
H 0.11077 -1.14949 -0.64440  0.36
H 1.18024 -0.99874 -1.96427  0.36
H -1.57487 -0.02156 -1.69212  0.17
H -0.51323 0.34008 -3.06631  0.17
H -0.57035 -2.28740 -3.11625  0.35
H -2.10803 -1.96266 -2.63135  0.35

Below is a cluster of 2 separate species, C2H10N4 in total, with properties calculated with wB97M-V/def2-TZVPD.

* SMILES: [H]/N=C/N.NCN
* charge: 0
* calculated total energy: -301.19882 Eh
* highest occupied orbital energy: -8.7 eV
* M: 90.1 g/mol
* relative energy (zero: lowest compared OMol25 entry of this formula, charge and spin): 77.0 kJ/mol
* frontier orbital gap: 0.3519 hartree

Last column: natural (NBO) charge in e.
Positions of all 16 atoms, in Å:
H 0.48577 2.04112 -1.75443  0.36
N 0.90808 1.30374 -1.20449  -0.74
C 1.35564 0.31813 -1.85216  0.28
N 1.92660 -0.75905 -1.19329  -0.82
H 1.41956 0.30379 -2.93924  0.15
H 2.76434 -1.12226 -1.62582  0.38
H 2.10168 -0.49021 -0.22998  0.39
N -1.48527 -1.18379 0.54697  -0.85
C -1.48294 -0.23643 1.67924  -0.04
N -1.33162 1.15179 1.20638  -0.84
H -1.31135 -2.10885 0.91912  0.35
H -0.74889 -0.97322 -0.11614  0.35
H -2.43330 -0.38804 2.18679  0.16
H -0.65702 -0.48061 2.36415  0.13
H -0.95382 1.10275 0.26089  0.37
H -0.55746 1.52113 1.75202  0.35

Below is a cluster of 2 separate species, C2H10N4 in total at a distorted geometry, with properties calculated with wB97M-V/def2-TZVPD.

* SMILES: [H]/N=C/N.NCN
* charge: 0
* calculated total energy: -301.17760 Eh
* highest occupied orbital energy: -9.1 eV
* M: 90.1 g/mol
* relative energy (zero: lowest compared OMol25 entry of this formula, charge and spin): 132.7 kJ/mol
* frontier orbital gap: 0.3683 hartree

Last column: natural (NBO) charge in e.
Positions of all 16 atoms, in Å:
H 2.07056 0.32222 -2.95399  0.35
N 1.35973 0.00782 -2.29748  -0.75
C 1.70076 0.48624 -1.16234  0.29
N 1.65377 -0.14279 0.04000  -0.80
H 2.31995 1.39058 -1.15465  0.14
H 1.65116 0.46764 0.84923  0.37
H 1.02995 -0.88276 0.33031  0.40
N -0.97458 -1.08878 1.22870  -0.90
C -1.56607 -0.24578 0.22390  -0.08
N -1.45325 1.21137 0.52195  -0.80
H -0.45824 -1.92398 0.99344  0.37
H -1.56756 -1.39191 1.98569  0.37
H -1.11869 -0.43232 -0.74831  0.20
H -2.64444 -0.36670 0.14104  0.17
H -1.56008 1.22180 1.53969  0.34
H -0.44297 1.36734 0.46281  0.33

Below is a structure of composition C2H10N4O at a distorted geometry, with properties calculated with wB97M-V/def2-TZVPD.

* charge: 0
* calculated total energy: -376.29460 Eh
* highest occupied orbital energy: -7.7 eV
* M: 106.1 g/mol
* relative energy (zero: lowest compared OMol25 entry of this formula, charge and spin): 543.1 kJ/mol
* frontier orbital gap: 0.3192 hartree

Last column: natural (NBO) charge in e.
Positions of all 17 atoms, in Å:
C -1.40068 0.68682 -0.97248  -0.43
N -0.70493 0.28744 0.25572  -0.33
N -1.61943 -0.29439 1.18354  -0.64
H 0.18466 1.15633 0.61173  0.43
H -2.07657 -1.08778 0.72998  0.33
H -1.03368 -0.67782 1.92316  0.38
H -1.78462 -0.19587 -1.49519  0.18
H -0.68495 1.20977 -1.60403  0.23
H -2.23262 1.34076 -0.71551  0.22
N 0.93350 -1.46087 0.89277  -0.87
C 0.74193 -0.39927 -0.04625  0.20
O 1.82878 1.42906 -0.99827  -0.64
N 1.49435 0.76590 0.27312  -0.48
H 2.78311 1.53790 -0.93015  0.47
H 1.68862 -1.22792 1.52590  0.39
H 1.11786 -2.35270 0.45612  0.38
H 0.76468 -0.71738 -1.09020  0.19

Below is a structure of composition C2H10N4S at a distorted geometry, with properties calculated with wB97M-V/def2-TZVPD.

* charge: +2
* calculated total energy: -698.66293 Eh
* highest occupied orbital energy (alpha / beta): -16.4 / -16.4 eV
* M: 122.2 g/mol
* relative energy (zero: lowest compared OMol25 entry of this formula, charge and spin): 135.0 kJ/mol
* frontier orbital gap (alpha / beta): 0.3607 / 0.3607 hartree

Last column: natural (NBO) charge in e.
Positions of all 17 atoms, in Å:
C 11.05012 1.60721 0.74568  0.00
C -10.79612 -1.13580 -0.14110  -0.47
N 10.30071 0.76089 0.16414  -0.21
N -8.82918 -0.02671 0.16828  -0.24
N 10.74425 -0.15097 -0.71116  -0.59
N -9.43384 -0.98098 -0.33798  -0.16
S -7.29729 0.32181 0.25839  0.50
H 12.16273 1.51160 0.83008  0.25
H 10.52272 2.54862 1.07503  0.25
H -11.10809 -0.74783 0.82612  0.27
H -11.34344 -0.66708 -0.92206  0.26
H -11.19366 -2.24305 -0.37755  0.27
H 9.30217 0.95894 0.03380  0.45
H 10.27226 -1.00361 -0.93522  0.43
H 11.76567 -0.16037 -0.85093  0.41
H -8.69594 -1.85914 -1.01441  0.40
H -7.42309 1.26647 1.18890  0.17

Below is a cluster of 2 separate species, C2H10N5 in total at a distorted geometry, with properties calculated with wB97M-V/def2-TZVPD.

* charge: +1
* calculated total energy: -355.68768 Eh
* highest occupied orbital energy: -12.9 eV
* M: 104.1 g/mol
* relative energy (zero: lowest compared OMol25 entry of this formula, charge and spin): 314.4 kJ/mol
* frontier orbital gap: 0.3658 hartree

Last column: natural (NBO) charge in e.
Positions of all 17 atoms, in Å:
C -2.00863 -0.27076 -0.11983  0.33
C 2.53728 -0.71235 0.11553  0.32
N 1.26759 -0.69673 0.01601  -0.82
N -1.68775 0.98344 0.00475  -0.30
N -3.22443 -0.91522 -0.03577  -0.77
N 3.21380 0.45739 -0.16330  -0.80
N -0.41009 1.44727 -0.12107  -0.67
H -1.15048 -0.92913 -0.26273  0.22
H 3.07995 -1.58197 0.50544  0.19
H 0.91422 -1.74093 0.23157  0.36
H -2.48000 1.61901 0.07283  0.42
H -4.06979 -0.31712 0.03443  0.44
H -3.02344 -1.90471 0.04706  0.45
H 2.64379 1.04958 -0.70226  0.40
H 4.19983 0.45542 -0.06243  0.42
H 0.29945 0.73706 0.14882  0.42
H -0.10132 2.31974 0.29096  0.40

Below is a structure of composition C2H10N6O, with properties calculated with wB97M-V/def2-TZVPD.

* charge: 0
* calculated total energy: -485.80274 Eh
* highest occupied orbital energy: -7.7 eV
* M: 134.1 g/mol
* relative energy (zero: lowest compared OMol25 entry of this formula, charge and spin): 124.6 kJ/mol
* frontier orbital gap: 0.3153 hartree

Last column: natural (NBO) charge in e.
Positions of all 19 atoms, in Å:
C 0.26543 1.89476 -0.96569  -0.66
C -0.35879 1.35169 0.27517  0.35
N -1.15348 2.18900 1.02789  -0.81
O -0.65384 -0.30258 1.79546  -0.65
N -0.17603 0.13371 0.67180  0.00
H 1.29417 -1.35141 2.00869  0.39
H -1.64478 1.70737 1.77037  0.42
H -1.68965 2.88789 0.53971  0.38
H -0.46693 2.00019 -1.77231  0.22
H 1.08174 1.26138 -1.30399  0.23
H 0.68515 2.88281 -0.76740  0.23
N 0.87667 -1.53363 -1.08116  -0.29
N -0.34721 -2.21173 -1.24725  -0.68
N 1.18321 -0.96744 0.12977  0.03
N 1.18537 -1.86839 1.13059  -0.59
H 0.98414 -0.83046 -1.79754  0.36
H -1.09267 -1.73481 -0.73370  0.35
H -0.25508 -3.16686 -0.92132  0.36
H 0.28257 -2.34150 1.24091  0.35

Below is the ion C2H10N6O2P with charge +1 at a distorted geometry, with properties calculated with wB97M-V/def2-TZVPD.

* SMILES: NC(=[NH2+])N[P@@](=O)([O-])[NH+]=C(N)N
* charge: +1
* calculated total energy: -902.49116 Eh
* highest occupied orbital energy: -13.9 eV
* M: 181.1 g/mol
* relative energy (zero: lowest compared OMol25 entry of this formula, charge and spin): 0.0 kJ/mol
* frontier orbital gap: 0.4017 hartree

Last column: natural (NBO) charge in e.
Positions of all 21 atoms, in Å:
N 0.50660 -1.04848 3.10350  -0.80
C -0.34837 -0.62451 2.10307  0.70
N -1.26392 0.19786 2.48550  -0.73
N -0.11555 -0.96507 0.80651  -0.92
P -1.13647 -0.50677 -0.52726  2.36
O -2.04692 -1.56384 -0.89868  -1.04
O -1.61520 0.97429 -0.16422  -1.08
N 0.07755 -0.30594 -1.74690  -0.94
C 0.72404 0.77326 -2.05887  0.66
N 1.79979 0.64086 -2.86438  -0.77
N 0.26825 1.87963 -1.54243  -0.76
H 1.21369 -1.84925 2.78373  0.43
H 0.45217 -0.74948 4.06645  0.43
H -1.38729 0.27760 3.50301  0.43
H -1.98832 0.32707 1.76825  0.46
H 0.51003 -1.76207 0.61304  0.44
H -0.03469 -1.07111 -2.36446  0.44
H 2.13958 1.32929 -3.57266  0.43
H 1.98465 -0.27007 -3.11898  0.39
H 0.87907 2.72680 -1.51589  0.42
H -0.61869 1.58993 -0.85834  0.46

Q: Which value of charge does entry 5 give?
A: 0

Q: Which of these has the lowest relative energy (zero: lowest compared OMol25 entry of this formula, charge and spin)?
A: C2H10N6O2P

Q: charge of number 11 (C2H10N6O)?
A: 0